(1)
C56H59ClFeN2O5Si | the ωB97M-V functional and the def2-TZVPD basis

Each line ends with the Löwdin charge.
Geometry (Å):
1 Fe 0.4941 -0.3376 0.8655  0.76
2 Cl -6.2032 -0.0707 4.4252  0.56
3 C -4.6349 -0.4607 3.7325  -0.70
4 C -4.4986 -1.5356 2.8654  -0.12
5 C -3.2647 -1.8187 2.3231  0.00
6 C -2.1025 -1.0386 2.5748  -0.38
7 O -0.9844 -1.3395 2.0220  -0.14
8 C -2.2901 0.0333 3.5134  -0.15
9 C -1.1273 0.7898 4.0162  -0.10
10 N -0.4596 1.6633 3.3875  0.15
11 C 0.6539 2.1843 4.0556  -0.22
12 C 0.8032 3.5413 4.2164  -0.02
13 C 1.8591 4.0594 4.9856  -0.09
14 C 2.7253 3.2300 5.6440  -0.06
15 C 2.6132 1.8308 5.4973  -0.17
16 C 3.4017 0.9045 6.2107  -0.03
17 C 3.2429 -0.4302 5.9678  -0.07
18 C 2.3503 -0.8376 4.9635  -0.13
19 N 1.5872 -0.0157 4.2910  0.14
20 C 1.6337 1.2993 4.6153  -0.17
21 C -3.5349 0.2978 4.0732  -0.11
22 H -5.3593 -2.1482 2.6257  0.10
23 H -3.1481 -2.6537 1.6520  0.09
24 H -0.8322 0.5252 5.0440  0.13
25 H 0.0753 4.1950 3.7535  0.11
26 H 1.9662 5.1322 5.0901  0.10
27 H 3.5093 3.6345 6.2742  0.10
28 H 4.1180 1.2579 6.9434  0.11
29 H 3.8160 -1.1638 6.5194  0.09
30 H 2.2455 -1.8852 4.7021  0.11
31 H -3.6423 1.1193 4.7737  0.11
32 C -2.8980 -0.8730 -4.9113  0.02
33 C -3.1978 -0.2148 -3.5657  -0.59
34 C -4.5864 0.4146 -3.5742  0.01
35 O -3.1332 -1.1624 -2.5264  -0.03
36 C -2.0564 -0.8725 -1.6171  -0.11
37 C -1.4055 0.3957 -2.1865  -0.13
38 O -2.2230 0.7695 -3.3061  -0.03
39 C -1.2564 1.5415 -1.1352  -0.44
40 O -0.5953 1.0596 -0.0492  -0.26
41 C -2.6566 2.0782 -0.7517  -0.11
42 C -3.4116 2.8913 -1.5965  -0.04
43 C -4.6614 3.3508 -1.2030  -0.11
44 C -5.1744 3.0089 0.0431  -0.12
45 C -4.4171 2.2195 0.8983  -0.07
46 C -3.1633 1.7692 0.5036  0.00
47 C -0.4856 2.7476 -1.7117  -0.12
48 C 0.0061 3.6674 -0.7854  -0.03
49 C 0.7054 4.7886 -1.2004  -0.10
50 C 0.9381 5.0049 -2.5554  -0.12
51 C 0.4497 4.0974 -3.4817  -0.10
52 C -0.2630 2.9761 -3.0646  -0.03
53 C -1.0589 -2.0719 -1.4347  -0.44
54 O 0.0654 -1.6468 -0.8082  -0.27
55 C -1.7550 -3.2323 -0.6825  -0.13
56 C -3.1175 -3.5224 -0.7639  -0.06
57 C -3.6436 -4.6564 -0.1528  -0.11
58 C -2.8227 -5.5100 0.5694  -0.12
59 C -1.4711 -5.2066 0.6873  -0.09
60 C -0.9481 -4.0813 0.0682  -0.01
61 C -0.7028 -2.6492 -2.8410  -0.09
62 C -1.4803 -3.5869 -3.5233  -0.04
63 C -1.0724 -4.1004 -4.7478  -0.11
64 C 0.1124 -3.6741 -5.3318  -0.13
65 C 0.8908 -2.7350 -4.6682  -0.09
66 C 0.4895 -2.2437 -3.4324  -0.02
67 H -3.6452 -1.6406 -5.1222  0.09
68 H -1.9144 -1.3391 -4.8752  0.07
69 H -2.9107 -0.1174 -5.7000  0.08
70 H -5.3342 -0.3353 -3.8388  0.08
71 H -4.6114 1.2305 -4.3000  0.09
72 H -4.8042 0.8127 -2.5852  0.08
73 H -2.4697 -0.6725 -0.6243  0.16
74 H -0.4042 0.1666 -2.5492  0.13
75 H -3.0216 3.1629 -2.5691  0.11
76 H -5.2425 3.9772 -1.8721  0.09
77 H -6.1570 3.3576 0.3427  0.09
78 H -4.8024 1.9552 1.8776  0.09
79 H -2.5454 1.1820 1.1673  0.09
80 H -0.1488 3.4535 0.2658  0.12
81 H 1.0906 5.4865 -0.4641  0.09
82 H 1.5169 5.8629 -2.8802  0.08
83 H 0.6288 4.2607 -4.5393  0.09
84 H -0.6398 2.2720 -3.7959  0.11
85 H -3.7794 -2.8581 -1.3014  0.11
86 H -4.7051 -4.8669 -0.2350  0.09
87 H -3.2333 -6.3937 1.0454  0.08
88 H -0.8208 -5.8527 1.2675  0.09
89 H 0.0974 -3.8210 0.1720  0.10
90 H -2.4151 -3.9251 -3.0981  0.11
91 H -1.6853 -4.8434 -5.2485  0.09
92 H 0.4335 -4.0800 -6.2854  0.08
93 H 1.8185 -2.3832 -5.1068  0.09
94 H 1.1090 -1.5558 -2.8767  0.07
95 C 2.5100 0.3292 -1.9021  -0.19
96 Si 2.7892 -0.0666 -0.0376  0.72
97 C 3.8704 -1.7322 -0.0958  -0.65
98 C 3.0114 -2.8199 -0.7464  -0.12
99 C 5.1803 -1.6267 -0.8832  -0.13
100 C 4.2036 -2.2042 1.3253  -0.13
101 C 4.0412 1.4222 0.3964  -0.65
102 C 4.8804 1.1403 1.6447  -0.13
103 C 3.1588 2.6403 0.6734  -0.13
104 C 5.0080 1.7998 -0.7347  -0.12
105 H 3.1424 -0.2596 -2.5758  0.02
106 H 2.6469 1.3889 -2.1298  0.01
107 H 1.4697 0.1004 -2.1191  -0.03
108 H 2.8783 -2.6393 -1.8157  0.07
109 H 2.0129 -2.8503 -0.3069  0.04
110 H 3.4887 -3.8054 -0.6278  0.08
111 H 5.0267 -1.1638 -1.8616  0.06
112 H 5.6050 -2.6285 -1.0535  0.07
113 H 5.9271 -1.0420 -0.3378  0.06
114 H 3.2832 -2.3611 1.8973  0.06
115 H 4.8128 -1.4769 1.8664  0.04
116 H 4.7549 -3.1564 1.2954  0.07
117 H 4.2559 0.7958 2.4732  0.06
118 H 5.4043 2.0535 1.9711  0.07
119 H 5.6423 0.3803 1.4490  0.05
120 H 2.4960 2.4581 1.5236  0.06
121 H 2.5300 2.8659 -0.1890  0.05
122 H 3.7707 3.5299 0.8947  0.08
123 H 5.5822 0.9426 -1.0882  0.05
124 H 5.7194 2.5598 -0.3741  0.07
125 H 4.4801 2.2269 -1.5880  0.06

Properties
Multiplicity: 5
Frontier orbital gap (spin up / spin down): 5.78 / 6.16 eV
Total charge: -2

---

(2)
C56H59FMoN9O6Te | the ωB97M-V functional and the def2-TZVPD basis

Each line ends with the Löwdin charge.
Geometry (Å):
1 Mo -0.0902 -0.2940 -0.0064  1.82
2 O 3.7593 0.1076 1.7642  0.06
3 C 2.7363 0.2093 1.1011  -0.52
4 N 1.6240 -0.5349 1.2010  -0.11
5 C 1.5952 -1.4862 2.2896  -0.13
6 C 0.1776 -1.6282 2.7248  -0.21
7 C -0.2071 -2.2459 3.9096  0.01
8 C -1.5475 -2.3209 4.2257  -0.03
9 C -2.4835 -1.7761 3.3497  -0.04
10 C -2.0365 -1.1976 2.1860  -0.10
11 N -0.7298 -1.1228 1.8848  -0.02
12 C 2.5933 1.2754 0.0553  -0.19
13 C 3.6210 2.1494 -0.2417  0.02
14 C 3.3885 3.1385 -1.1824  -0.02
15 C 2.1379 3.2167 -1.7805  -0.03
16 C 1.1669 2.2963 -1.4340  -0.11
17 N 1.3927 1.3404 -0.5277  0.00
18 H 2.2330 -1.1496 3.1104  0.14
19 H 1.9675 -2.4689 1.9898  0.12
20 H 0.5520 -2.6553 4.5620  0.13
21 H -1.8685 -2.7994 5.1415  0.12
22 H -3.5429 -1.8206 3.5563  0.11
23 H -2.7190 -0.7967 1.4493  0.12
24 H 4.5630 2.0327 0.2749  0.13
25 H 4.1674 3.8417 -1.4458  0.12
26 H 1.9155 3.9755 -2.5172  0.11
27 H 0.1908 2.2969 -1.8954  0.10
28 C -4.7815 6.2227 1.0316  -0.05
29 C -5.1574 4.7779 1.3213  -0.18
30 N -3.9867 3.8916 1.3758  -0.02
31 C -3.6640 3.1755 0.2854  0.05
32 C -2.5864 2.3429 0.1809  -0.02
33 C -2.3567 1.6808 -1.1550  -0.57
34 O -3.0343 2.0383 -2.1042  0.07
35 O -1.4388 0.7813 -1.2079  -0.20
36 C -1.7087 2.2008 1.2888  -0.28
37 O -0.7014 1.4675 1.3192  -0.09
38 C -2.0351 3.0079 2.4672  -0.04
39 C -1.1987 2.9481 3.5845  0.10
40 C -1.4718 3.7097 4.6838  -0.19
41 F -0.6278 3.6819 5.7315  0.08
42 C -2.5992 4.5371 4.7488  -0.15
43 C -3.4382 4.5833 3.6494  0.06
44 C -3.1629 3.8410 2.4918  -0.11
45 N -2.8992 5.3268 5.8854  -0.10
46 C -2.8592 6.7764 5.7547  -0.12
47 C -4.0233 7.3532 6.5710  -0.07
48 N -4.3448 6.3722 7.6714  0.06
49 C -3.0933 5.7881 8.2559  -0.07
50 C -2.4248 4.9006 7.1940  -0.13
51 H -5.6785 6.8407 1.0032  0.09
52 H -4.2870 6.3000 0.0637  0.09
53 H -4.1063 6.6275 1.7859  0.06
54 H -5.8032 4.3913 0.5359  0.13
55 H -5.7121 4.6762 2.2540  0.12
56 H -4.3089 3.2833 -0.5785  0.15
57 H -0.3192 2.3180 3.5551  0.15
58 H -4.3168 5.2083 3.7093  0.11
59 H -2.9668 7.0658 4.7132  0.13
60 H -1.9032 7.1808 6.1087  0.14
61 H -4.9282 7.4671 5.9773  0.14
62 H -3.7782 8.3056 7.0368  0.14
63 H -4.8917 5.6111 7.2669  0.18
64 H -4.9113 6.8173 8.3919  0.19
65 H -3.3543 5.2304 9.1519  0.14
66 H -2.4681 6.6319 8.5415  0.14
67 H -2.6936 3.8541 7.3383  0.14
68 H -1.3410 4.9901 7.3185  0.13
69 C 7.3096 -4.1947 -5.8425  -0.04
70 C 6.2465 -3.7575 -4.8767  -0.25
71 C 5.3136 -4.6586 -4.3766  0.00
72 C 4.3320 -4.2738 -3.4754  -0.28
73 C 3.3586 -5.3068 -2.9897  -0.04
74 C 4.2907 -2.9363 -3.0498  -0.36
75 Te 2.8438 -2.1938 -1.6606  1.74
76 N 0.5537 -2.0715 -0.8222  -0.23
77 C -0.6584 -2.4334 -1.0857  -0.58
78 O -1.5613 -1.6814 -0.4904  -0.21
79 C -1.1056 -3.4875 -2.0176  -0.19
80 C -2.3489 -4.0868 -1.8369  -0.02
81 C -2.7890 -5.0485 -2.7325  -0.06
82 C -1.9989 -5.3992 -3.8193  -0.06
83 C -0.7677 -4.7862 -4.0139  -0.07
84 C -0.3224 -3.8299 -3.1152  -0.07
85 C 3.3294 -3.4872 -0.0626  -0.42
86 C 4.4895 -3.0977 0.6040  -0.14
87 C 4.9339 -3.7977 1.7128  -0.07
88 C 4.2150 -4.8964 2.1540  -0.07
89 C 3.0642 -5.2845 1.4887  -0.05
90 C 2.5870 -4.5942 0.3740  -0.32
91 C 1.3066 -5.0719 -0.2515  -0.06
92 C 5.1956 -1.9982 -3.5671  -0.31
93 C 5.2048 -0.5261 -3.2322  -0.08
94 C 6.1660 -2.4373 -4.4620  -0.01
95 H 7.1912 -5.2414 -6.1164  0.08
96 H 8.3009 -4.0688 -5.4045  0.09
97 H 7.2778 -3.5963 -6.7537  0.09
98 H 5.3501 -5.6928 -4.7006  0.12
99 H 3.5130 -6.2524 -3.5074  0.09
100 H 2.3277 -4.9965 -3.1637  0.05
101 H 3.4809 -5.4868 -1.9240  0.07
102 H -2.9597 -3.7941 -0.9927  0.12
103 H -3.7492 -5.5253 -2.5854  0.11
104 H -2.3457 -6.1471 -4.5203  0.11
105 H -0.1603 -5.0475 -4.8710  0.11
106 H 0.6170 -3.3220 -3.2755  0.07
107 H 5.0451 -2.2291 0.2721  0.10
108 H 5.8317 -3.4813 2.2255  0.11
109 H 4.5533 -5.4584 3.0149  0.11
110 H 2.5129 -6.1518 1.8344  0.12
111 H 1.2651 -6.1618 -0.2442  0.10
112 H 1.1906 -4.7315 -1.2733  0.02
113 H 0.4459 -4.7029 0.3099  0.09
114 H 4.4578 -0.2296 -2.4967  0.00
115 H 5.0252 0.0571 -4.1366  0.09
116 H 6.1834 -0.2379 -2.8464  0.09
117 H 6.8775 -1.7151 -4.8492  0.13
118 N 0.6764 -0.2184 -2.9587  0.13
119 C -0.3050 -0.1011 -3.5700  -0.28
120 N -1.4135 0.1245 -4.2239  -0.07
121 C -2.5782 -0.7439 -4.0369  -0.09
122 C -2.7140 -1.6569 -5.2454  -0.17
123 O -2.7696 -0.8979 -6.4408  -0.12
124 C -1.5918 -0.1395 -6.6360  -0.18
125 C -1.3976 0.8508 -5.4970  -0.10
126 H -3.4516 -0.0951 -3.9447  0.13
127 H -2.4610 -1.3066 -3.1112  0.12
128 H -3.6377 -2.2320 -5.1934  0.13
129 H -1.8670 -2.3543 -5.2821  0.12
130 H -1.7049 0.3803 -7.5864  0.13
131 H -0.7212 -0.8077 -6.6990  0.13
132 H -2.2208 1.5681 -5.4751  0.14
133 H -0.4571 1.3920 -5.5914  0.13

Properties
Multiplicity: 4
Frontier orbital gap (spin up / spin down): 6.15 / 6.97 eV
Total charge: +2

---

(3)
C56H59FMoN9O6Te | the ωB97M-V functional and the def2-TZVPD basis

Each line ends with the Löwdin charge.
Geometry (Å):
1 Mo -0.3877 0.2238 1.6385  1.74
2 O 0.2649 -3.2639 3.7506  0.06
3 C 0.3487 -2.2077 3.1361  -0.50
4 N -0.5732 -1.2402 3.0549  -0.13
5 C -1.6737 -1.3063 3.9905  -0.12
6 C -2.1367 0.1019 4.2020  -0.23
7 C -3.0316 0.4741 5.1934  0.00
8 C -3.4205 1.7959 5.2856  -0.03
9 C -2.9224 2.7100 4.3657  -0.03
10 C -2.0421 2.2671 3.4053  -0.11
11 N -1.6420 0.9935 3.3384  -0.03
12 C 1.6112 -1.8332 2.4028  -0.17
13 C 2.7522 -2.6005 2.4681  0.02
14 C 3.9069 -2.1173 1.8737  -0.03
15 C 3.8695 -0.8904 1.2297  -0.02
16 C 2.6789 -0.1886 1.1934  -0.09
17 N 1.5706 -0.6542 1.7727  -0.02
18 H -2.5046 -1.9168 3.6192  0.14
19 H -1.3443 -1.7600 4.9253  0.14
20 H -3.4049 -0.2745 5.8815  0.13
21 H -4.1062 2.1123 6.0620  0.12
22 H -3.2111 3.7519 4.3886  0.11
23 H -1.6339 2.9273 2.6563  0.08
24 H 2.7084 -3.5344 3.0124  0.13
25 H 4.8308 -2.6801 1.9254  0.12
26 H 4.7514 -0.4673 0.7683  0.12
27 H 2.5910 0.7677 0.6984  0.08
28 C 2.3738 -3.5358 -4.6554  -0.05
29 C 0.8646 -3.4188 -4.5080  -0.18
30 N 0.4605 -3.0213 -3.1466  -0.02
31 C 0.2995 -1.7117 -2.8866  0.05
32 C -0.0307 -1.2031 -1.6694  -0.02
33 C -0.2553 0.2713 -1.4960  -0.59
34 O -0.6894 0.9108 -2.4381  0.07
35 O 0.0797 0.7545 -0.3401  -0.23
36 C -0.2814 -2.0893 -0.5985  -0.27
37 O -0.6845 -1.7120 0.5207  -0.09
38 C -0.0745 -3.5079 -0.8569  -0.04
39 C -0.2416 -4.4378 0.1730  0.11
40 C -0.0632 -5.7643 -0.0656  -0.18
41 F -0.2686 -6.6260 0.9491  0.08
42 C 0.3178 -6.2552 -1.3330  -0.12
43 C 0.5189 -5.3244 -2.3366  0.05
44 C 0.3008 -3.9539 -2.1274  -0.11
45 N 0.5525 -7.6266 -1.5960  -0.08
46 C 0.5065 -8.6178 -0.5111  -0.12
47 C 0.9626 -9.9742 -1.0670  -0.07
48 N 1.8678 -9.7201 -2.2409  0.06
49 C 1.0757 -9.1636 -3.3995  -0.07
50 C 0.0290 -8.2016 -2.8337  -0.12
51 H 2.6295 -3.8245 -5.6752  0.09
52 H 2.7862 -4.2788 -3.9694  0.07
53 H 2.8555 -2.5798 -4.4432  0.09
54 H 0.3634 -4.3520 -4.7546  0.11
55 H 0.4660 -2.6680 -5.1851  0.13
56 H 0.4407 -1.0401 -3.7261  0.16
57 H -0.5102 -4.1054 1.1711  0.14
58 H 0.8913 -5.6661 -3.2920  0.10
59 H -0.4899 -8.7421 -0.0841  0.14
60 H 1.1751 -8.3053 0.2851  0.14
61 H 0.1394 -10.5815 -1.4349  0.14
62 H 1.5049 -10.5446 -0.3186  0.14
63 H 2.3714 -10.5624 -2.5164  0.19
64 H 2.5578 -9.0216 -1.9609  0.18
65 H 0.6188 -9.9996 -3.9238  0.14
66 H 1.7819 -8.6697 -4.0622  0.14
67 H -0.9133 -8.7267 -2.6432  0.14
68 H -0.1827 -7.4357 -3.5703  0.12
69 C 3.5564 6.3483 -4.8770  -0.04
70 C 3.0310 5.6969 -3.6246  -0.25
71 C 2.5527 6.4594 -2.5678  -0.01
72 C 2.0428 5.8796 -1.4108  -0.29
73 C 1.5244 6.7899 -0.3192  -0.07
74 C 2.0134 4.4785 -1.3262  -0.35
75 Te 1.3190 3.6976 0.5805  1.77
76 N 0.5595 1.9611 2.0637  -0.31
77 C 1.1198 1.9710 3.3227  -0.62
78 O 1.0205 1.0114 4.0906  0.02
79 C 1.8136 3.1872 3.8916  -0.22
80 C 1.2229 3.7989 4.9949  -0.04
81 C 1.8238 4.8918 5.6012  -0.07
82 C 3.0367 5.3725 5.1222  -0.08
83 C 3.6510 4.7433 4.0493  -0.07
84 C 3.0405 3.6552 3.4371  -0.11
85 C -0.6761 4.2128 0.1662  -0.41
86 C -1.1990 3.8649 -1.0733  -0.11
87 C -2.5040 4.2093 -1.3960  -0.09
88 C -3.2845 4.8868 -0.4699  -0.07
89 C -2.7499 5.2390 0.7623  -0.04
90 C -1.4341 4.9282 1.1024  -0.33
91 C -0.8728 5.4199 2.4150  -0.06
92 C 2.5166 3.6849 -2.3571  -0.29
93 C 2.5503 2.1740 -2.3096  -0.06
94 C 3.0119 4.3133 -3.4962  -0.01
95 H 3.6275 7.4295 -4.7651  0.08
96 H 2.8984 6.1402 -5.7229  0.09
97 H 4.5456 5.9654 -5.1318  0.08
98 H 2.5794 7.5426 -2.6388  0.12
99 H 1.7522 7.8292 -0.5518  0.08
100 H 1.9643 6.5637 0.6548  0.06
101 H 0.4378 6.7022 -0.2215  0.07
102 H 0.2876 3.4037 5.3755  0.12
103 H 1.3566 5.3582 6.4600  0.11
104 H 3.5125 6.2201 5.5992  0.11
105 H 4.6111 5.0947 3.6919  0.11
106 H 3.5502 3.1462 2.6276  0.09
107 H -0.5938 3.3300 -1.7928  0.09
108 H -2.8947 3.9676 -2.3773  0.11
109 H -4.3027 5.1672 -0.7128  0.11
110 H -3.3566 5.7914 1.4710  0.12
111 H -1.6746 5.6619 3.1140  0.08
112 H -0.2870 6.3302 2.2639  0.09
113 H -0.2145 4.6925 2.8923  0.03
114 H 2.4569 1.7944 -1.2911  0.02
115 H 3.4862 1.8034 -2.7312  0.08
116 H 1.7264 1.7537 -2.8889  0.08
117 H 3.3988 3.7004 -4.3072  0.12
118 N -2.3361 0.5489 0.8610  0.12
119 C -3.1457 0.2964 0.0763  -0.16
120 N -4.0555 0.0493 -0.8273  -0.05
121 C -4.4678 1.0891 -1.7928  -0.08
122 C -5.8153 1.6312 -1.3673  -0.17
123 O -6.7576 0.5765 -1.2382  -0.11
124 C -6.3791 -0.3560 -0.2427  -0.18
125 C -5.0579 -1.0105 -0.5994  -0.09
126 H -4.5433 0.6126 -2.7702  0.14
127 H -3.7041 1.8615 -1.8289  0.11
128 H -6.2039 2.3134 -2.1202  0.14
129 H -5.7194 2.1686 -0.4157  0.13
130 H -7.1702 -1.1007 -0.1856  0.13
131 H -6.2927 0.1443 0.7303  0.13
132 H -5.1546 -1.5723 -1.5289  0.13
133 H -4.7071 -1.6740 0.1892  0.13

Properties
Multiplicity: 4
Frontier orbital gap (spin up / spin down): 6.00 / 6.56 eV
Total charge: +2

---

Short version: max |F| = 2.0 1.2 0.8 eV/Å, in the order given.
Short version: total energy = -127037.605 -96581.169 -96580.858 eV, in the order given.